[1]
DFT (ωB97M-V with the def2-TZVPD basis set) results for a cluster of 7 separate species, C21H42O21 in total.

Structure (ORCA input):
```
! wB97M-V def2-TZVPD RIJCOSX def2/J DEFGRID3
* xyz 0 1
C -3.716 -1.202 0.266
O -5.053 -1.689 0.410
C -5.340 -2.794 -0.286
O -4.598 -3.463 -0.953
O -6.585 -3.110 0.017
C -7.177 -4.297 -0.467
H -3.553 -0.957 -0.784
H -2.947 -1.896 0.591
H -3.673 -0.280 0.837
H -6.583 -4.667 -1.305
H -8.226 -4.153 -0.703
H -7.089 -5.081 0.290
C -0.249 -3.196 0.723
O -0.088 -4.426 0.017
C 0.373 -5.457 0.703
O 0.942 -5.405 1.766
O 0.206 -6.550 -0.013
C 0.662 -7.796 0.476
H -1.248 -3.198 1.158
H -0.315 -2.419 -0.038
H 0.550 -2.948 1.415
H 0.579 -8.614 -0.233
H 0.069 -8.115 1.337
H 1.690 -7.630 0.801
C -0.089 1.211 -6.067
O 0.238 2.251 -5.188
C -0.695 2.742 -4.374
O -1.808 2.301 -4.263
O -0.126 3.685 -3.630
C -0.945 4.190 -2.579
H 0.850 0.863 -6.504
H -0.764 1.471 -6.880
H -0.407 0.307 -5.538
H -1.798 4.677 -3.059
H -0.491 4.964 -1.968
H -1.318 3.367 -1.972
C -0.428 -2.166 -2.951
O 0.818 -1.830 -2.358
C 1.954 -2.344 -2.796
O 2.067 -3.168 -3.655
O 2.925 -1.787 -2.099
C 4.253 -2.152 -2.457
H -0.822 -3.046 -2.442
H -0.199 -2.381 -4.000
H -1.166 -1.366 -2.968
H 4.696 -1.310 -2.990
H 4.331 -3.116 -2.950
H 4.852 -2.231 -1.547
C 2.937 5.700 -4.452
O 3.173 4.398 -3.943
C 3.501 4.252 -2.656
O 3.454 5.115 -1.825
O 3.821 2.974 -2.504
C 4.305 2.556 -1.231
H 3.904 6.203 -4.521
H 2.261 6.275 -3.824
H 2.559 5.639 -5.468
H 5.129 3.158 -0.860
H 4.572 1.515 -1.419
H 3.588 2.378 -0.424
C -0.282 3.746 10.673
O 0.255 2.905 9.678
C 0.182 3.258 8.410
O -0.247 4.303 8.011
O 0.794 2.296 7.721
C 0.770 2.378 6.307
H -0.124 4.797 10.424
H 0.256 3.622 11.611
H -1.342 3.576 10.848
H 1.487 1.756 5.784
H 0.890 3.422 6.006
H -0.227 2.176 5.905
C -0.620 -0.196 3.065
O 0.249 0.443 2.165
C -0.087 0.458 0.868
O -1.069 -0.019 0.372
O 0.861 1.127 0.249
C 0.804 1.282 -1.165
H -1.679 -0.029 2.855
H -0.415 0.155 4.074
H -0.512 -1.284 3.087
H 0.077 0.573 -1.565
H 1.760 1.030 -1.611
H 0.451 2.273 -1.434
*
```

Summary:
E_LUMO = 0.50 eV
HOMO-LUMO gap = 11.23 eV
ΔE to the lowest compared entry with this formula, charge and spin = 34.1 kcal per mole
E_tot = -65454.362 eV
Max |F| = 0.043 Eh/bohr
Structure (SMILES) = COC(=O)OC.COC(=O)OC.COC(=O)OC.COC(=O)OC.COC(=O)OC.COC(=O)OC.COC(=O)OC

How positive or negative is each atom? The Löwdin charges in e answer that:
1 C -0.05
2 O 0.01
3 C -0.62
4 O 0.13
5 O 0.00
6 C -0.04
7 H 0.10
8 H 0.07
9 H 0.09
10 H 0.09
11 H 0.09
12 H 0.10
13 C -0.03
14 O 0.01
15 C -0.63
16 O 0.12
17 O 0.01
18 C -0.04
19 H 0.09
20 H 0.07
21 H 0.10
22 H 0.09
23 H 0.10
24 H 0.10
25 C -0.06
26 O 0.01
27 C -0.62
28 O 0.13
29 O -0.01
30 C -0.04
31 H 0.10
32 H 0.10
33 H 0.09
34 H 0.10
35 H 0.10
36 H 0.09
37 C -0.02
38 O -0.03
39 C -0.63
40 O 0.14
41 O 0.01
42 C -0.03
43 H 0.10
44 H 0.10
45 H 0.09
46 H 0.10
47 H 0.09
48 H 0.09
49 C -0.04
50 O -0.01
51 C -0.62
52 O 0.14
53 O 0.00
54 C -0.04
55 H 0.10
56 H 0.09
57 H 0.09
58 H 0.10
59 H 0.09
60 H 0.09
61 C -0.05
62 O 0.01
63 C -0.62
64 O 0.13
65 O 0.01
66 C -0.05
67 H 0.09
68 H 0.09
69 H 0.10
70 H 0.09
71 H 0.09
72 H 0.09
73 C -0.05
74 O 0.02
75 C -0.60
76 O 0.12
77 O 0.03
78 C 0.00
79 H 0.10
80 H 0.08
81 H 0.09
82 H 0.09
83 H 0.09
84 H 0.08

---

[2]
DFT (ωB97M-V with the def2-TZVPD basis set) results for a cluster of 3 separate species, C21H43IN2O8S in total.

Structure (ORCA input):
```
! wB97M-V def2-TZVPD RIJCOSX def2/J DEFGRID3
* xyz 0 1
C 4.270 -1.774 0.477
C 3.942 -2.041 -1.002
C 2.871 -1.117 -1.594
N 1.517 -1.664 -1.483
C 0.597 -1.054 -0.584
C -0.549 -0.110 -1.127
I 0.066 0.630 -3.076
C -0.595 1.102 -0.201
O -1.446 2.093 -0.704
C -1.576 3.220 0.156
C -0.595 4.326 -0.230
C -1.925 -0.832 -1.323
C -2.975 -0.665 -0.202
C -4.005 0.435 -0.433
C -5.062 0.446 0.676
N -5.678 1.769 0.853
C -1.656 -2.321 -1.529
O -1.296 -2.938 -0.277
S -0.075 -2.342 0.538
O 0.876 -3.386 0.715
O -0.615 -1.661 1.680
H 4.023 -2.636 1.097
H 3.702 -0.922 0.863
H 5.327 -1.572 0.648
H 4.845 -1.992 -1.614
H 3.555 -3.057 -1.102
H 2.894 -0.150 -1.075
H 3.075 -0.903 -2.645
H 1.111 -1.881 -2.379
H 1.172 -0.475 0.143
H 0.428 1.492 -0.086
H -0.936 0.763 0.787
H -1.428 2.915 1.198
H -2.614 3.548 0.066
H 0.281 3.891 -0.713
H -0.263 4.892 0.641
H -1.043 5.028 -0.932
H -2.382 -0.466 -2.243
H -3.519 -1.614 -0.141
H -2.502 -0.560 0.775
H -3.539 1.418 -0.463
H -4.494 0.269 -1.396
H -5.834 -0.294 0.450
H -4.577 0.145 1.611
H -6.673 1.740 0.674
H -5.558 2.097 1.803
H -2.563 -2.834 -1.842
H -0.887 -2.532 -2.277
C -3.187 3.806 -3.639
C -4.142 2.896 -4.381
O -4.877 2.044 -3.490
C -5.999 2.442 -2.850
C -6.425 3.890 -2.903
O -6.603 1.631 -2.205
H -3.722 4.508 -2.999
H -2.589 4.380 -4.349
H -2.519 3.213 -3.016
H -4.821 3.453 -5.027
H -3.592 2.201 -5.014
H -5.972 4.396 -2.050
H -7.504 3.922 -2.784
H -6.145 4.416 -3.811
C 6.533 -4.502 5.718
C 7.726 -4.370 4.797
O 7.362 -3.866 3.506
C 7.239 -2.547 3.242
C 7.295 -1.548 4.374
O 7.031 -2.211 2.109
H 6.085 -3.533 5.939
H 6.838 -4.959 6.660
H 5.772 -5.130 5.256
H 8.516 -3.760 5.237
H 8.156 -5.348 4.586
H 6.278 -1.393 4.735
H 7.660 -0.609 3.968
H 7.917 -1.846 5.213
*
```

Summary:
E_LUMO = 0.22 eV
HOMO-LUMO gap = 9.07 eV
E_tot = -60769.229 eV
Max |F| = 0.008 Eh/bohr
Structure (SMILES) = CCCN[C@H]1[C@](I)(COCC)[C@H](CCCN)COS1(=O)=O.CCOC(C)=O.CCOC(C)=O

How positive or negative is each atom? The Löwdin charges in e answer that:
1 C -0.09
2 C -0.22
3 C -0.24
4 N -0.09
5 C -0.38
6 C -0.63
7 I 1.03
8 C -0.29
9 O -0.24
10 C -0.25
11 C -0.06
12 C -0.31
13 C -0.15
14 C -0.19
15 C -0.27
16 N 0.00
17 C -0.16
18 O -0.21
19 S 0.66
20 O -0.25
21 O -0.27
22 H 0.07
23 H 0.06
24 H 0.04
25 H 0.10
26 H 0.10
27 H 0.11
28 H 0.10
29 H 0.06
30 H 0.13
31 H 0.13
32 H 0.13
33 H 0.12
34 H 0.12
35 H 0.07
36 H 0.07
37 H 0.07
38 H 0.11
39 H 0.13
40 H 0.10
41 H 0.09
42 H 0.10
43 H 0.11
44 H 0.11
45 H 0.06
46 H 0.06
47 H 0.14
48 H 0.12
49 C -0.06
50 C -0.23
51 O -0.01
52 C -0.52
53 C 0.02
54 O 0.10
55 H 0.07
56 H 0.08
57 H 0.06
58 H 0.11
59 H 0.12
60 H 0.09
61 H 0.09
62 H 0.07
63 C -0.06
64 C -0.24
65 O 0.00
66 C -0.52
67 C 0.01
68 O 0.10
69 H 0.07
70 H 0.08
71 H 0.09
72 H 0.11
73 H 0.12
74 H 0.10
75 H 0.09
76 H 0.07

---

[3]
DFT (ωB97M-V with the def2-TZVPD basis set) results for a structure of composition C21H43LaN2OP3.

Structure (ORCA input):
```
! wB97M-V def2-TZVPD RIJCOSX def2/J DEFGRID3
* xyz 3 1
La -1.884 2.492 -1.474
P -2.125 -1.685 0.304
P 0.815 -0.414 1.523
P 1.405 -1.034 -2.006
H -1.845 5.651 -3.065
C -1.935 4.781 -3.695
C -2.824 3.754 -3.491
H -3.550 3.720 -2.612
C -3.781 -1.550 1.092
C -1.667 -3.188 1.296
C -2.664 -2.655 -1.177
C 2.452 0.425 1.516
C 0.347 0.089 3.225
C 1.359 -2.097 2.012
C 0.813 -1.170 -3.673
C 1.103 -2.668 -1.335
C 3.168 -0.784 -1.863
H -1.550 4.954 -4.726
H -3.175 3.266 -4.415
H -4.361 -0.767 0.591
H -3.678 -1.262 2.144
H -4.310 -2.516 1.016
H -1.388 -2.906 2.315
H -0.809 -3.721 0.873
H -2.516 -3.883 1.347
H -2.857 -1.955 -1.994
H -3.577 -3.222 -0.947
H -1.886 -3.350 -1.515
H 3.041 -0.041 2.318
H 2.331 1.498 1.717
H 2.973 0.310 0.556
H 1.267 0.038 3.825
H -0.379 -0.640 3.604
H -0.090 1.093 3.265
H 2.396 -2.003 2.360
H 1.299 -2.789 1.150
H 0.694 -2.441 2.816
H 1.468 -1.890 -4.185
H 0.871 -0.192 -4.148
H -0.244 -1.480 -3.681
H 1.228 -3.361 -2.184
H 0.101 -2.812 -0.932
H 1.871 -2.924 -0.598
H 3.606 -1.322 -2.711
H 3.508 -1.191 -0.889
H 3.409 0.287 -1.919
C 0.391 2.487 -4.049
C 1.365 3.454 -4.431
C 2.156 3.079 -5.526
C 1.793 1.955 -6.301
C 0.610 1.255 -6.088
C -0.221 1.653 -5.048
O 0.123 2.260 -2.715
H 0.837 0.145 -1.453
H 1.453 4.422 -3.882
H 3.037 3.680 -5.781
H 2.437 1.646 -7.119
H 0.309 0.366 -6.681
H -1.234 1.261 -4.848
C -0.552 4.216 0.062
C -1.370 3.545 1.158
N -1.907 2.306 1.032
C -2.405 1.970 2.327
C -2.203 3.035 3.130
N -1.554 4.016 2.376
H -0.101 5.125 0.472
H 0.298 3.573 -0.276
H -1.189 4.622 -0.789
H -2.784 0.949 2.551
H -2.453 3.223 4.171
H -1.221 4.958 2.686
*
```

Summary:
E_LUMO = -10.31 eV
HOMO-LUMO gap = 5.20 eV
ΔE to the lowest compared entry with this formula, charge and spin = 0.0 kcal per mole
E_tot = -56200.411 eV
Max |F| = 0.078 Eh/bohr

How positive or negative is each atom? The Löwdin charges in e answer that:
1 La 2.12
2 P 0.73
3 P 0.71
4 P 0.86
5 H 0.09
6 C 0.03
7 C -0.24
8 H 0.05
9 C -0.32
10 C -0.29
11 C -0.31
12 C -0.30
13 C -0.29
14 C -0.28
15 C -0.20
16 C -0.20
17 C -0.19
18 H 0.13
19 H 0.11
20 H 0.03
21 H 0.04
22 H 0.06
23 H 0.03
24 H 0.03
25 H 0.07
26 H 0.02
27 H 0.06
28 H 0.04
29 H 0.05
30 H 0.04
31 H 0.00
32 H 0.06
33 H 0.04
34 H 0.01
35 H 0.06
36 H 0.00
37 H 0.04
38 H 0.09
39 H 0.02
40 H 0.08
41 H 0.09
42 H 0.00
43 H 0.05
44 H 0.08
45 H 0.07
46 H 0.07
47 C -0.43
48 C -0.03
49 C -0.05
50 C -0.08
51 C -0.10
52 C -0.09
53 O -0.40
54 H 0.00
55 H 0.13
56 H 0.12
57 H 0.12
58 H 0.14
59 H 0.11
60 C -0.08
61 C -0.46
62 N -0.11
63 C -0.08
64 C -0.02
65 N 0.14
66 H 0.13
67 H 0.10
68 H 0.05
69 H 0.12
70 H 0.15
71 H 0.22

---

[4]
DFT (ωB97M-V with the def2-TZVPD basis set) results for a structure of composition C21H43N2OP3SW.

Structure (ORCA input):
```
! wB97M-V def2-TZVPD RIJCOSX def2/J DEFGRID3
* xyz 4 3
W -0.725 -0.134 0.964
P -3.010 -0.349 1.557
P -0.420 -2.082 -0.225
P -0.628 2.066 0.278
H 4.628 0.219 -7.671
C 5.013 1.081 -7.113
C 6.090 0.983 -6.321
H 6.632 0.041 -6.198
C -4.132 -0.054 0.145
C -3.547 -1.969 2.205
C -3.587 0.782 2.878
C 1.170 -2.462 -0.991
C -0.627 -3.531 0.891
C -1.651 -2.391 -1.531
C 0.929 2.754 -0.326
C -0.938 3.119 1.765
C -1.882 2.674 -0.886
H 4.561 2.055 -7.336
H 6.546 1.877 -5.876
H -5.168 -0.175 0.498
H -3.946 -0.772 -0.662
H -4.005 0.959 -0.255
H -4.605 -1.895 2.507
H -2.953 -2.246 3.087
H -3.452 -2.758 1.445
H -4.572 1.193 2.615
H -2.885 1.611 3.023
H -3.670 0.227 3.825
H 1.296 -3.549 -1.052
H 1.983 -2.009 -0.412
H 1.209 -2.025 -1.996
H -1.175 -4.318 0.355
H -1.170 -3.296 1.814
H 0.368 -3.911 1.162
H -1.421 -3.367 -1.984
H -1.581 -1.609 -2.298
H -2.676 -2.412 -1.136
H 1.001 3.809 -0.030
H 0.956 2.665 -1.419
H 1.775 2.183 0.076
H -0.535 4.118 1.535
H -0.419 2.726 2.653
H -2.013 3.205 1.980
H -1.607 3.702 -1.161
H -2.883 2.678 -0.437
H -1.891 2.048 -1.786
C 2.848 0.514 -2.162
C 1.691 0.418 -3.036
C 1.723 0.884 -4.332
C 2.884 1.482 -4.837
C 4.023 1.594 -4.030
C 4.034 1.109 -2.743
O 2.821 0.143 -0.956
H -0.089 0.098 -0.598
H 0.786 -0.013 -2.603
H 0.831 0.781 -4.947
H 2.922 1.827 -5.869
H 4.933 2.016 -4.450
H 4.913 1.155 -2.106
C -0.598 0.766 5.391
N -0.423 -0.653 5.084
C -0.897 -1.704 5.858
C -0.534 -2.856 5.249
N 0.158 -2.499 4.099
C 0.197 -1.149 3.993
S 0.837 -0.207 2.672
H 0.116 1.364 4.814
H -1.620 1.099 5.155
H -0.409 0.915 6.463
H -1.436 -1.535 6.774
H -0.674 -3.882 5.540
H 0.578 -3.126 3.418
*
```

Summary:
E_LUMO (alpha / beta) = -14.87 / -15.12 eV
HOMO-LUMO gap (alpha / beta) = 1.87 / 1.56 eV
E_tot = -67985.787 eV
Max |F| = 0.082 Eh/bohr

How positive or negative is each atom? The Löwdin charges in e answer that:
1 W 0.65
2 P 0.70
3 P 0.66
4 P 0.66
5 H 0.07
6 C -0.08
7 C -0.07
8 H 0.07
9 C -0.18
10 C -0.20
11 C -0.19
12 C -0.20
13 C -0.20
14 C -0.19
15 C -0.19
16 C -0.20
17 C -0.19
18 H 0.06
19 H 0.07
20 H 0.10
21 H 0.05
22 H 0.04
23 H 0.10
24 H 0.05
25 H 0.06
26 H 0.09
27 H 0.02
28 H 0.07
29 H 0.09
30 H 0.06
31 H 0.06
32 H 0.09
33 H 0.01
34 H 0.07
35 H 0.10
36 H 0.07
37 H 0.04
38 H 0.09
39 H 0.07
40 H 0.06
41 H 0.09
42 H 0.04
43 H 0.05
44 H 0.10
45 H 0.05
46 H 0.07
47 C -0.42
48 C -0.04
49 C -0.04
50 C 0.00
51 C -0.03
52 C 0.06
53 O -0.02
54 H 0.00
55 H 0.06
56 H 0.12
57 H 0.11
58 H 0.10
59 H 0.14
60 C 0.03
61 N -0.08
62 C 0.05
63 C 0.03
64 N 0.12
65 C -0.63
66 S 0.79
67 H 0.08
68 H 0.10
69 H 0.14
70 H 0.16
71 H 0.16
72 H 0.16